Computed, not measured: an isolated molecule of C7H7N3O2, with ωB97M-V with the def2-TZVPD basis set.

The HOMO energy (alpha / beta) comes out at -5.39 / -9.45 eV. The value obtained for the total energy is -15928.6225 eV. Its energy above the lowest of the compared OMol25 structures with the same formula, charge and spin is 74.2 kcal/mol. The gap between HOMO and LUMO (alpha / beta) is 6.3172 / 6.1627 eV.

Geometry as ORCA input:
```
! wB97M-V def2-TZVPD RIJCOSX def2/J DEFGRID3
* xyz 0 3
C 3.22404 -0.01561 -0.03881
C 2.53004 1.13248 -0.44750
C 2.60140 -1.23367 0.10489
C 1.18249 1.10968 -0.73213
C 1.23626 -1.28151 -0.17439
C 0.55228 -0.11626 -0.58648
C -3.55036 -0.33124 0.32314
N 0.32875 -2.30418 -0.12665
N -0.80370 -1.87373 -0.46998
N -0.72772 -0.56469 -0.77044
O -2.55736 0.59998 -0.03342
O -1.80052 0.13507 -1.16280
H 4.28045 0.06761 0.16764
H 3.07261 2.06101 -0.54097
H 3.12968 -2.11906 0.41723
H 0.64106 1.98725 -1.04661
H -4.00956 0.10841 1.20673
H -3.11428 -1.30408 0.57138
H -4.29145 -0.44438 -0.47147
*
```


Computed, not measured: an isolated molecule of C5H11N, with ωB97M-V with the def2-TZVPD basis set.

The HOMO energy comes out at -8.40 eV. The value obtained for the total energy is -6851.3621 eV. Its energy above the lowest of the compared OMol25 structures with the same formula, charge and spin is 50.0 kcal/mol. The gap between HOMO and LUMO is 9.4039 eV.

Geometry as ORCA input:
```
! wB97M-V def2-TZVPD RIJCOSX def2/J DEFGRID3
* xyz 0 1
C 2.19417 0.20466 0.74194
C 1.12617 -0.30372 0.06958
N 1.21217 -0.81767 -1.24210
C -0.10389 -0.70484 0.89484
C -1.38508 0.22717 0.59350
C -1.86692 0.62198 -0.80015
H 2.38723 -0.04203 1.78294
H 2.98744 0.68296 0.10591
H 0.37656 -0.44285 -1.87344
H 2.07006 -0.32539 -1.44949
H 0.29220 -0.38202 1.95769
H -0.09049 -1.79861 0.87654
H -1.21921 1.17129 1.12031
H -2.26945 -0.19062 1.09369
H -1.96873 -0.25802 -1.44541
H -1.00154 1.09744 -1.41702
H -2.74068 1.26027 -1.00932
*
```


Computed, not measured: a structure of composition C29H37F6GeN4O7S2SeTi, with ωB97M-V with the def2-TZVPD basis set.

The HOMO energy comes out at -15.41 eV. The value obtained for the total energy is -233897.4096 eV. Its energy above the lowest of the compared OMol25 structures with the same formula, charge and spin is 6.7 kcal/mol. The gap between HOMO and LUMO is 5.6092 eV.

Geometry as ORCA input:
```
! wB97M-V def2-TZVPD RIJCOSX def2/J DEFGRID3
* xyz 3 1
Ti 0.85031 0.32728 1.19107
C 1.02850 2.35523 5.01400
C 1.02108 1.08539 4.24065
O 0.96289 1.11073 2.97150
N 1.10226 -0.07355 4.85293
C 1.23754 -1.34420 4.13326
C -0.02877 -1.76486 3.42375
C -0.81991 -2.76299 3.96127
C -1.96766 -3.17219 3.29598
C -2.29895 -2.55909 2.10033
C -1.46030 -1.57943 1.61021
N -0.34598 -1.18001 2.24559
H 2.06597 2.68142 5.12444
H 0.60385 2.22627 6.00803
H 0.48936 3.12616 4.46941
H 1.14735 -0.07976 5.86265
H 1.49980 -2.09998 4.86836
H 2.07146 -1.26710 3.43648
H -0.53176 -3.22829 4.89448
H -2.58647 -3.95926 3.70718
H -3.18188 -2.83943 1.54323
H -1.66425 -1.10078 0.66100
F 6.35583 -0.69708 0.53894
C 5.32257 -0.77718 1.33454
F 5.48238 -0.03713 2.41277
F 5.06275 -2.02847 1.66602
S 3.82952 -0.15988 0.41336
O 3.58306 -0.96074 -0.73594
O 2.73860 -0.26538 1.46721
N 4.18802 1.33640 0.16217
S 3.08770 2.43111 -0.01176
O 3.20074 3.24530 -1.15716
O 1.72952 1.80105 0.16245
C 3.26343 3.49624 1.49871
F 3.39540 2.69895 2.55896
F 2.16137 4.21463 1.62428
F 4.31629 4.25646 1.36116
C -4.66657 0.17514 1.35064
Ge -3.90983 1.22971 2.81001
C -5.24230 2.46848 3.47793
C -3.17383 0.14178 4.25961
C -2.41207 2.44123 2.25549
Se -1.05581 2.17565 0.88496
C -2.09721 1.63511 -0.66405
H -5.45465 -0.45217 1.77109
H -3.96566 -0.47861 0.83340
H -5.13474 0.83350 0.61808
H -6.07371 1.91596 3.91612
H -5.63448 3.09102 2.67412
H -4.82396 3.11609 4.24854
H -3.76594 -0.75920 4.41843
H -3.20223 0.72271 5.18260
H -2.13849 -0.15102 4.07248
H -1.81334 2.64087 3.14836
H -2.83730 3.40363 1.96357
H -2.75383 0.80808 -0.41457
H -1.39132 1.35146 -1.44113
H -2.67384 2.49656 -0.99030
C 2.50472 1.38301 -7.65701
O 1.93743 0.87727 -6.43317
C 0.75950 0.23298 -6.49752
C 0.04473 -0.04994 -7.65660
C -1.17360 -0.69974 -7.56004
C -1.71127 -1.06107 -6.32545
C -1.00861 -0.79092 -5.17026
C 0.23393 -0.17345 -5.26294
N 1.00311 0.22901 -4.13317
C 1.18085 -0.27609 -2.95715
C 0.82441 -1.59196 -2.45582
C 0.86765 -2.73468 -3.26283
C 0.74878 -3.99520 -2.70856
C 0.58789 -4.13524 -1.33651
C 0.55103 -3.02108 -0.51000
C 0.67017 -1.76142 -1.06803
O 0.65093 -0.65108 -0.27022
H 1.82293 2.09082 -8.12677
H 2.73159 0.56003 -8.33307
H 3.42128 1.88505 -7.36924
H 0.43003 0.23699 -8.62362
H -1.72479 -0.91568 -8.46544
H -2.67946 -1.53787 -6.27254
H -1.42681 -1.04099 -4.20518
H 1.53010 1.07878 -4.33665
H 1.73649 0.36368 -2.28110
H 1.03545 -2.63470 -4.32494
H 0.79977 -4.86949 -3.34227
H 0.50579 -5.12261 -0.90171
H 0.45547 -3.13622 0.56089
*
```